Entry from OMol25: one molecule with the formula C10H21NO4P2 (ωB97M-V with the def2-TZVPD basis set).

XYZ file:
```
38
Properties=species:S:1:pos:R:3
C 0.34 -3.40 1.34
C 0.33 -2.04 2.03
O 0.44 -0.94 1.14
C -0.67 -0.81 0.26
C -0.70 0.66 -0.15
P 0.82 1.38 -1.02
C 1.22 0.18 -2.38
C 0.01 -0.43 -3.10
C 2.22 1.27 0.18
C 3.58 1.09 -0.53
O -1.78 0.99 -1.08
C -2.04 2.31 -0.91
O -2.70 2.97 -1.64
O -1.46 2.77 0.24
C -1.14 1.57 0.99
P -2.77 1.11 1.84
N -3.47 -0.25 1.50
H 1.33 -3.58 0.89
H -0.42 -3.49 0.57
H 0.17 -4.17 2.09
H -0.56 -1.93 2.67
H 1.20 -1.97 2.69
H -1.60 -1.10 0.77
H -0.56 -1.47 -0.61
H 1.88 -0.62 -2.03
H 1.78 0.78 -3.10
H -0.50 -1.17 -2.48
H 0.35 -0.94 -4.00
H -0.71 0.32 -3.40
H 2.10 0.47 0.91
H 2.24 2.23 0.70
H 4.37 1.07 0.23
H 3.63 0.14 -1.07
H 3.80 1.92 -1.21
H -0.43 1.75 1.80
H -3.52 2.27 1.60
H -2.39 1.20 3.19
H -4.38 -0.12 1.09
```

- structure (SMILES) = CCOC[C@@]1(P(CC)CC)OC(=O)O[C@H]1[PH2]=N
- E_LUMO (Ha) = 0.0261
- total charge = 0
- orbital gap (eV) = 9.07
- total energy (eV) = -38966.2813